1.
Here is a molecular structure, C16H17N5OSSeW from the OMol25 dataset. Energies are from the ωB97M-V functional and the def2-TZVPD basis.

## Properties
Kohn-Sham gap = 6.60 eV
F_max = 0.5 eV/Å
highest occupied orbital energy = -6.474 eV

The geometry in ORCA input format:
```
! wB97M-V def2-TZVPD RIJCOSX def2/J DEFGRID3
* xyz 0 1
W 0.21271 0.16693 0.36110
C 5.49244 -1.34323 0.34010
C 4.69700 -0.51102 1.26997
N 5.16459 0.25708 2.19592
N 4.06021 0.83127 2.75847
C 2.91259 0.45591 2.18428
S 1.34620 0.97824 2.48007
N 3.31851 -0.43878 1.24070
N 2.44220 -1.07663 0.37904
H 6.54414 -1.23802 0.58969
H 5.33403 -1.01582 -0.68846
H 5.21039 -2.39425 0.41269
H 4.16019 1.51782 3.48500
H 2.52017 -2.08477 0.45189
H 2.54129 -0.69957 -0.57220
C -1.42550 -2.65961 -2.70227
C -2.46876 -1.92969 -3.26705
C -2.75506 -0.67491 -2.77792
C -2.00367 -0.13957 -1.72551
N -0.97576 -0.85364 -1.20929
C -0.70642 -2.07542 -1.68862
C -2.25467 1.15783 -1.10180
C -3.32889 1.97232 -1.48008
C -3.55216 3.16847 -0.83023
C -2.70040 3.55523 0.20140
C -1.63332 2.75337 0.56545
C -1.37177 1.53890 -0.07238
H -1.16860 -3.64862 -3.05153
H -3.04800 -2.34186 -4.08231
H -3.56053 -0.10012 -3.20834
H 0.12645 -2.58511 -1.22020
H -3.99937 1.67895 -2.27830
H -4.38066 3.80093 -1.12156
H -2.87077 4.49268 0.71713
H -0.96722 3.08536 1.35468
C -2.47066 -0.74439 2.38478
C -1.21562 -0.57462 1.61929
O -0.30068 -1.44347 1.57785
H -2.37257 -1.50142 3.16325
H -3.25993 -1.04227 1.68852
H -2.77072 0.21443 2.80543
Se 1.47861 1.49107 -1.14865
*
```

=====

2.
Here is 2 unconnected molecules or ions with the total composition C16H17NO at a distorted geometry from the OMol25 dataset. Energies are from the ωB97M-V functional and the def2-TZVPD basis.

## Properties
Kohn-Sham gap = 8.57 eV
F_max = 4.1 eV/Å
ΔE to the lowest compared entry with this formula, charge and spin = 1.9535 eV
SMILES string = Cc1c[nH]c2ccccc12.Cc1ccc(O)cc1
highest occupied orbital energy = -7.803 eV

The geometry in ORCA input format:
```
! wB97M-V def2-TZVPD RIJCOSX def2/J DEFGRID3
* xyz 0 1
C -4.63807 0.78845 0.90746
C -3.51282 -0.07774 1.23145
C -3.07666 -0.37782 2.52496
N -2.16709 -1.44133 2.50089
C -1.93330 -1.85209 1.21736
C -1.10615 -2.93361 0.80196
C -1.18720 -3.12660 -0.55657
C -1.98759 -2.31623 -1.50907
C -2.89491 -1.40900 -1.00273
C -2.85352 -1.08495 0.36613
H -4.62544 1.08436 -0.17199
H -4.65118 1.73618 1.40845
H -5.54069 0.25371 1.13633
H -3.15841 -0.05860 3.52837
H -1.51658 -1.56553 3.36487
H -0.36916 -3.44539 1.51451
H -0.81178 -4.09765 -0.94979
H -2.02560 -2.69728 -2.48798
H -3.52814 -0.88136 -1.74164
C 3.46581 0.80662 -3.09792
C 3.27936 1.17528 -1.66332
C 2.21478 0.69878 -0.91667
C 2.08159 0.97636 0.42222
C 3.01903 1.92495 0.92939
O 2.70693 2.21493 2.23483
C 4.11805 2.40138 0.24269
C 4.11420 2.08636 -1.08887
H 4.55496 0.88974 -3.36758
H 2.87994 1.36735 -3.77778
H 3.21102 -0.22368 -3.33455
H 1.62880 -0.00614 -1.35269
H 1.22323 0.74464 1.05754
H 3.38410 2.85537 2.59277
H 4.69844 3.18196 0.69749
H 5.00405 2.40859 -1.66052
*
```

=====

3.
Here is C16H17NO4 in the gas phase at a distorted geometry from the OMol25 dataset. Energies are from the ωB97M-V functional and the def2-TZVPD basis.

## Properties
Kohn-Sham gap = 8.81 eV
F_max = 1.2 eV/Å
ΔE to the lowest compared entry with this formula, charge and spin = 1.3759 eV
SMILES string = O=C(O)c1cc(CN2CCOCC2)oc1-c1ccccc1
highest occupied orbital energy = -8.399 eV

The geometry in ORCA input format:
```
! wB97M-V def2-TZVPD RIJCOSX def2/J DEFGRID3
* xyz 0 1
O -2.33292 -3.88752 0.22653
C -2.43230 -2.69483 0.37941
O -3.39797 -2.15679 1.14592
C -1.51424 -1.71166 -0.19134
C -0.20276 -2.04753 -0.63632
C 0.39057 -0.88023 -1.00500
C 1.75590 -0.57669 -1.52055
N 2.58277 0.02817 -0.48502
C 3.82388 0.56035 -1.01909
C 4.58227 1.26615 0.10556
O 4.85735 0.38881 1.17097
C 3.66233 -0.15472 1.67986
C 2.88096 -0.89624 0.59590
O -0.46777 0.14757 -0.82399
C -1.62255 -0.33913 -0.33731
C -2.70528 0.60649 -0.10969
C -2.39819 1.89889 0.31642
C -3.40492 2.82155 0.52499
C -4.72662 2.47086 0.30353
C -5.03634 1.19492 -0.13906
C -4.03507 0.26647 -0.34986
H -3.94948 -2.86525 1.51360
H 0.21148 -3.03405 -0.65661
H 1.67169 0.14801 -2.33538
H 2.20045 -1.50681 -1.91543
H 3.59357 1.27915 -1.80834
H 4.45958 -0.23951 -1.43947
H 5.54753 1.63098 -0.24961
H 3.97865 2.11277 0.46573
H 3.95142 -0.83569 2.48193
H 3.03164 0.64886 2.08893
H 1.94476 -1.27312 1.01130
H 3.48004 -1.75222 0.23619
H -1.36632 2.16545 0.48869
H -3.15888 3.81782 0.86181
H -5.51325 3.19204 0.46886
H -6.06486 0.92484 -0.32762
H -4.27709 -0.71814 -0.71647
*
```

=====

4.
Here is a molecular structure, C16H18Br48FIO7P2S at a distorted geometry from the OMol25 dataset. Energies are from the ωB97M-V functional and the def2-TZVPD basis.

## Properties
Kohn-Sham gap = 7.50 eV
F_max = 7.5 eV/Å
highest occupied orbital energy = -9.456 eV

The geometry in ORCA input format:
```
! wB97M-V def2-TZVPD RIJCOSX def2/J DEFGRID3
* xyz 0 1
O 0.18655 -6.35665 -1.80936
P 0.33519 -4.85090 -1.95326
O -0.95679 -4.35212 -2.89113
O 1.87707 -4.53158 -2.65754
P 2.55741 -3.17937 -1.77818
O 2.12870 -1.83844 -2.76382
I 4.99724 -3.42894 -1.68489
O 0.32840 -4.24861 -0.34555
S -0.59491 -2.88189 -0.16123
O -0.50079 -1.91437 -1.28822
O -0.08247 -2.19917 1.07123
F -2.18457 -3.24137 0.16246
H -0.68877 -3.66031 -3.54160
H 1.73606 -1.18417 -2.15344
C -2.81851 0.47223 -2.22300
Br -4.68439 0.22533 -1.76045
Br -2.57036 0.67022 -4.13531
Br -2.01958 1.93710 -1.23760
H -2.29423 -0.43219 -1.92666
C -0.53610 -3.02602 4.83664
Br -0.31083 -4.81964 4.13992
Br -2.34183 -2.72230 5.47201
Br 0.78289 -2.61073 6.19547
H -0.36900 -2.33971 4.00947
C 8.15055 -0.69454 -2.67443
Br 6.35389 -0.06756 -2.30701
Br 8.30629 -2.61984 -2.47435
Br 8.76869 -0.09507 -4.40757
H 8.80056 -0.24401 -1.93164
C 0.37491 1.18756 6.27154
Br -1.48305 0.93846 6.76374
Br 0.58799 1.38736 4.35596
Br 1.19091 2.65031 7.24507
H 0.90264 0.28166 6.55733
C -5.09844 -0.66568 3.71915
Br -4.38281 -1.68090 2.23427
Br -4.18728 1.02941 3.92901
Br -7.01989 -0.44017 3.58751
H -4.90776 -1.24459 4.61873
C -3.39788 4.88028 6.25204
Br -2.75995 4.33948 4.50287
Br -4.73104 3.65489 6.94358
Br -1.94051 5.13813 7.50148
H -3.88448 5.84427 6.12841
C -8.62789 -3.82406 2.05224
Br -10.24276 -4.41190 2.94723
Br -7.09014 -4.87998 2.57476
Br -8.84749 -3.77386 0.12621
H -8.43790 -2.80405 2.37669
C 7.28616 3.62652 -6.22662
Br 9.02233 4.31843 -5.71403
Br 7.43581 2.06644 -7.36449
Br 6.16576 3.27557 -4.68522
H 6.79549 4.40087 -6.81029
C -9.70941 -7.74308 -1.04598
Br -11.32480 -8.33189 -0.15232
Br -8.17065 -8.80097 -0.52427
Br -9.92899 -7.69359 -2.97179
H -9.51944 -6.72113 -0.71978
C 7.97462 3.20268 -0.51594
Br 7.51696 3.71483 1.29558
Br 8.39110 4.74093 -1.61696
Br 9.39794 1.88660 -0.55291
H 7.09451 2.73089 -0.94635
C 2.06701 3.65584 -3.22858
Br 2.59770 4.53968 -4.86895
Br 2.46538 1.75834 -3.27787
Br 2.83485 4.51227 -1.66904
H 0.98765 3.75347 -3.14752
C 11.09385 4.96065 -9.01401
Br 12.43264 5.93254 -8.00341
Br 9.64081 6.11265 -9.57938
Br 11.87423 4.00257 -10.50653
H 10.66817 4.21649 -8.34544
C -4.49056 -0.68618 8.68030
Br -5.61091 0.86340 8.99239
Br -4.12572 -1.65411 10.31742
Br -5.22979 -1.84235 7.31088
H -3.53699 -0.32039 8.30781
C -1.51803 8.09854 3.15982
Br -1.97403 8.59667 4.97662
Br -1.06043 9.64234 2.08196
Br -0.12816 6.75022 3.11362
H -2.40684 7.65452 2.71929
C -5.91613 4.61310 -1.99247
Br -5.24992 4.06051 -3.72633
Br -7.25375 3.38793 -1.31084
Br -4.47656 4.88332 -0.72416
H -6.40472 5.57379 -2.12951
C 3.27321 -8.19627 -3.63062
Br 2.13781 -6.65426 -3.29705
Br 3.65039 -9.17213 -1.99808
Br 2.54598 -9.35376 -5.00940
H 4.22311 -7.82117 -4.00222
*
```

=====

5.
Here is a molecular structure, C16H18BrIrN at a distorted geometry from the OMol25 dataset. Energies are from the ωB97M-V functional and the def2-TZVPD basis.

## Properties
Kohn-Sham gap (spin up / spin down) = 4.79 / 4.32 eV
F_max = 7.3 eV/Å
<S²> = 6.03
ΔE to the lowest compared entry with this formula, charge and spin = 2.1671 eV
highest occupied orbital energy (spin up / spin down) = -2.189 / -2.830 eV

The geometry in ORCA input format:
```
! wB97M-V def2-TZVPD RIJCOSX def2/J DEFGRID3
* xyz -1 5
C -1.94368 -0.38915 -1.31362
C -1.99166 -0.88235 0.03136
C -2.01357 0.21942 0.90359
H -2.09291 -1.93745 0.28476
C -1.96281 1.42432 0.17006
C -1.88058 1.09467 -1.21895
H -2.03798 1.80054 -2.02780
H -2.17749 -0.96484 -2.19958
H -2.17235 0.15762 1.97224
H -2.01801 2.44165 0.54856
Ir -0.08587 0.26229 -1.36858
Br 2.25135 1.12191 -0.30583
C 1.73365 0.76405 -2.78372
C 0.58613 1.51398 -3.09275
C -0.43043 0.60866 -3.43873
H 0.52348 2.60926 -3.18439
C 0.05338 -0.72532 -3.19394
C 1.39175 -0.60429 -2.76504
H 2.05818 -1.45242 -2.61746
H 2.72597 1.19992 -2.84448
H -1.42098 0.85910 -3.80747
H -0.48285 -1.64702 -3.42995
C 0.65740 -2.71695 1.08945
C 0.78911 -1.51947 1.91429
C 1.23858 -1.48800 3.26882
C 1.17035 -0.16457 3.68424
C 0.68420 0.59883 2.58838
C 0.40611 2.02919 2.58250
N 0.46830 -0.25734 1.55786
H 0.35865 -2.47001 0.06032
H -0.08316 -3.40778 1.54284
H 1.62837 -3.23828 1.09816
H 1.58150 -2.34489 3.80544
H 1.43927 0.29698 4.60976
H -0.40891 2.24777 3.29869
H 1.29964 2.52543 2.99170
H 0.15789 2.43456 1.58929
*
```